This record from the OMol25 dataset describes a cluster of 10 separate species, C40H79NO13S in total. The level of theory is the ωB97M-V functional and the def2-TZVPD basis.

Structure (XYZ):
```
134
C40H79NO13S, DFT the ωB97M-V functional and the def2-TZVPD basis
C -1.294 5.522 -0.521
C -2.650 5.185 0.122
O -2.581 4.055 0.991
C -2.718 2.836 0.428
C -2.502 2.559 -0.924
C -2.624 1.271 -1.411
S -2.315 0.982 -3.148
C -2.940 0.177 -0.597
C -3.016 -1.244 -1.096
C -1.592 -1.813 -1.370
C -1.409 -2.425 -2.769
C 0.037 -2.309 -3.240
C 0.314 -3.073 -4.536
C 1.524 -2.516 -5.299
C 1.093 -1.431 -6.284
C 2.228 -0.597 -6.893
C 3.492 -1.381 -7.322
C 4.756 -0.790 -6.699
C 6.012 -1.576 -7.054
C 7.209 -1.112 -6.233
O 7.411 0.293 -6.340
C 7.266 0.985 -5.124
C -3.153 0.480 0.737
C -3.053 1.769 1.233
C -3.361 1.739 2.702
O -3.569 2.660 3.443
N -3.421 0.384 3.029
C -3.885 -0.076 4.330
C -2.937 0.398 5.428
C -1.655 -0.131 5.376
C -0.705 0.253 6.302
C -1.081 1.167 7.270
C -2.358 1.685 7.330
C -3.322 1.317 6.399
C -4.679 1.952 6.505
C -3.485 -0.420 1.891
O -3.739 -1.599 1.906
H -1.404 5.555 -1.605
H -0.604 4.708 -0.313
H -0.889 6.461 -0.158
H -2.971 6.008 0.756
H -3.432 5.033 -0.623
H -2.231 3.357 -1.598
H -3.268 1.789 -3.637
H -3.599 -1.273 -2.014
H -3.473 -1.846 -0.321
H -1.344 -2.558 -0.615
H -0.861 -1.007 -1.268
H -2.054 -1.938 -3.498
H -1.654 -3.489 -2.720
H 0.701 -2.697 -2.460
H 0.307 -1.256 -3.365
H -0.563 -2.979 -5.182
H 0.457 -4.130 -4.310
H 1.976 -3.333 -5.864
H 2.293 -2.146 -4.617
H 0.440 -0.738 -5.740
H 0.478 -1.861 -7.076
H 2.525 0.207 -6.218
H 1.826 -0.105 -7.782
H 3.424 -2.443 -7.096
H 3.597 -1.298 -8.407
H 4.649 -0.789 -5.610
H 4.864 0.237 -7.051
H 6.281 -1.459 -8.107
H 5.865 -2.639 -6.868
H 7.092 -1.411 -5.186
H 8.113 -1.618 -6.588
H 8.109 0.803 -4.450
H 7.219 2.049 -5.353
H 6.339 0.716 -4.609
H -4.904 0.242 4.533
H -3.877 -1.163 4.343
H -1.416 -0.814 4.571
H 0.312 -0.109 6.271
H -0.342 1.490 7.994
H -2.593 2.395 8.113
H -4.552 3.008 6.740
H -5.262 1.521 7.322
H -5.272 1.899 5.598
C 5.480 -6.027 -7.731
O 5.355 -4.660 -8.091
H 5.558 -6.074 -6.647
H 4.607 -6.607 -8.045
H 6.379 -6.473 -8.168
H 5.305 -4.600 -9.050
C -6.579 2.548 10.434
O -6.291 1.380 9.674
H -5.951 3.354 10.064
H -7.627 2.837 10.324
H -6.356 2.379 11.491
H -6.845 0.669 10.012
C 7.950 -3.658 -2.994
O 6.545 -3.498 -3.154
H 8.299 -4.334 -3.770
H 8.465 -2.699 -3.103
H 8.194 -4.087 -2.019
H 6.241 -2.897 -2.468
C -7.547 -0.655 2.611
O -7.202 -1.985 2.245
H -8.444 -0.693 3.224
H -6.744 -0.191 3.194
H -7.750 -0.039 1.730
H -6.401 -1.936 1.713
C 2.376 5.436 -2.054
O 1.452 4.355 -2.004
H 2.751 5.586 -1.045
H 3.218 5.210 -2.712
H 1.893 6.358 -2.390
H 1.116 4.212 -2.894
C -4.861 -1.679 12.113
O -5.569 -0.719 11.338
H -5.492 -1.946 12.957
H -4.648 -2.581 11.534
H -3.923 -1.265 12.493
H -5.024 -0.468 10.585
C 7.762 -2.560 -10.570
O 6.667 -3.470 -10.519
H 8.206 -2.537 -9.579
H 8.516 -2.889 -11.290
H 7.428 -1.553 -10.830
H 6.262 -3.499 -11.391
C 1.240 -0.127 2.618
O 1.390 -1.020 3.719
H 0.549 0.654 2.928
H 2.194 0.334 2.347
H 0.827 -0.638 1.744
H 2.001 -1.712 3.450
C -3.700 4.254 12.530
O -4.421 5.207 11.752
H -4.302 4.010 13.401
H -3.519 3.343 11.954
H -2.747 4.676 12.860
H -3.882 5.418 10.984
```

## Properties
Electronic energy: -3002.447001 hartree

This record from the OMol25 dataset describes a cluster of 3 separate species, C40H80N6O2P in total in a non-equilibrium geometry. The level of theory is the ωB97M-V functional and the def2-TZVPD basis.

Structure (XYZ):
```
129
C40H80N6O2P, DFT the ωB97M-V functional and the def2-TZVPD basis
C 1.197 -2.260 3.490
O 1.596 -1.982 2.159
C 2.804 -2.675 1.852
C 2.901 -2.996 0.369
C 1.698 -3.834 -0.118
C 2.083 -4.842 -1.239
C 1.058 -4.865 -2.384
C 1.014 -3.533 -3.191
C -0.356 -2.821 -2.996
C -0.763 -1.947 -4.197
C -0.206 -0.508 -4.175
C -1.037 0.530 -3.395
N -1.380 0.160 -2.000
C -2.600 -0.136 -1.693
N -3.678 -0.163 -2.574
C -4.784 -0.993 -1.996
C -3.966 -1.593 -0.771
C -3.323 -2.838 -1.438
C -5.067 -2.075 0.238
C -4.796 -1.840 1.729
C -5.858 -1.356 2.459
C -5.785 -1.125 3.803
C -4.618 -1.387 4.478
C -3.544 -1.851 3.769
C -3.608 -2.093 2.417
C -2.372 -2.658 1.741
N -3.094 -0.510 -0.389
C -3.759 0.719 0.145
C -3.331 1.038 1.603
C -3.402 2.510 1.980
N -2.366 3.426 1.591
O -4.331 2.918 2.660
P -0.169 0.152 -0.647
C 1.497 -0.076 -1.367
C -0.137 1.934 -0.144
H 0.332 -1.643 3.750
H 0.877 -3.311 3.551
H 2.001 -2.079 4.215
H 2.890 -3.573 2.482
H 3.652 -2.035 2.150
H 3.833 -3.555 0.233
H 2.981 -2.041 -0.156
H 0.904 -3.186 -0.502
H 1.355 -4.385 0.762
H 3.075 -4.599 -1.637
H 2.132 -5.837 -0.786
H 1.341 -5.691 -3.045
H 0.065 -5.103 -1.987
H 1.159 -3.810 -4.238
H 1.800 -2.850 -2.853
H -1.081 -3.628 -2.872
H -0.325 -2.267 -2.051
H -0.333 -2.425 -5.084
H -1.844 -1.941 -4.384
H 0.845 -0.551 -3.878
H -0.208 -0.162 -5.215
H -0.422 1.436 -3.323
H -1.902 0.798 -3.999
H -3.924 0.771 -2.881
H -5.046 -1.799 -2.675
H -5.554 -0.256 -1.763
H -2.364 -3.104 -0.995
H -3.119 -2.619 -2.494
H -4.008 -3.682 -1.452
H -5.340 -3.124 0.115
H -5.967 -1.498 0.008
H -6.817 -1.139 1.992
H -6.634 -0.754 4.367
H -4.522 -1.242 5.547
H -2.600 -2.044 4.270
H -1.824 -1.866 1.224
H -2.585 -3.506 1.092
H -1.695 -2.991 2.535
H -4.851 0.679 0.118
H -3.443 1.574 -0.469
H -4.065 0.549 2.247
H -2.354 0.602 1.830
H -2.619 3.835 0.695
H -2.311 4.183 2.263
H 1.649 -1.055 -1.817
H 1.609 0.655 -2.187
H 2.281 0.179 -0.652
H 0.056 2.026 0.922
H -1.073 2.388 -0.463
H 0.663 2.436 -0.705
C 0.557 2.220 8.013
C 1.399 2.381 6.756
N 1.169 1.345 5.764
C 2.147 1.350 4.689
C 2.191 2.567 3.756
C -0.209 1.158 5.351
C -0.947 2.357 4.738
H 0.717 1.242 8.470
H 0.837 2.982 8.741
H -0.509 2.341 7.813
H 2.449 2.339 7.056
H 1.233 3.390 6.347
H 2.009 0.448 4.083
H 3.137 1.236 5.142
H 1.363 2.566 3.046
H 3.111 2.544 3.168
H 2.179 3.510 4.304
H -0.782 0.817 6.218
H -0.256 0.318 4.651
H -0.764 3.286 5.279
H -2.024 2.173 4.764
H -0.675 2.504 3.693
C 3.459 3.497 -2.540
C 4.500 3.787 -3.609
N 4.914 2.606 -4.343
C 6.085 2.832 -5.179
C 5.958 3.813 -6.349
C 3.847 1.834 -4.953
C 2.934 2.540 -5.965
H 3.817 2.738 -1.840
H 3.246 4.404 -1.973
H 2.515 3.156 -2.974
H 5.377 4.207 -3.109
H 4.114 4.576 -4.272
H 6.434 1.869 -5.562
H 6.892 3.184 -4.528
H 5.407 3.381 -7.184
H 6.951 4.064 -6.725
H 5.475 4.746 -6.058
H 3.217 1.433 -4.151
H 4.280 0.947 -5.423
H 2.640 3.538 -5.636
H 2.018 1.958 -6.100
H 3.401 2.623 -6.944
```

## Properties
Charge: +1
Electronic energy: -2392.185360 hartree